C27H50OP2Rh | the ωB97M-V functional and the def2-TZVPD basis

The geometry in XYZ format:
```
81
Properties=species:S:1:pos:R:3:forces:R:3
Rh -1.41071 -2.24923 0.24050 0.902 2.885 0.780
C -1.88473 1.39462 0.30703 0.006 0.212 -0.675
C -2.23219 0.55041 -0.73358 -0.115 0.344 1.198
C -2.71983 -0.52505 1.33818 -0.808 -0.795 -3.732
C -2.17285 0.77283 1.54630 0.403 0.049 -0.219
C -2.81481 -0.69769 -0.18889 -0.431 1.572 2.968
C -1.36109 2.79268 0.14620 0.261 0.463 -0.310
H -0.75018 2.86235 -0.76281 -0.096 0.093 0.274
H -0.73986 3.12911 0.98852 -0.125 -0.175 -0.215
H -2.14064 3.55432 -0.01073 -0.075 -0.367 0.278
C -1.97492 1.46475 2.83895 0.089 0.173 0.518
H -2.35720 2.49925 2.80140 0.140 -0.386 -0.042
H -0.89385 1.54468 3.05595 -0.308 0.018 -0.062
H -2.45141 0.95180 3.68195 0.138 0.100 -0.214
C -3.75706 -1.11444 2.22312 -0.184 -0.027 0.675
H -4.74544 -0.67530 1.99175 0.280 -0.166 0.095
H -3.50925 -0.84235 3.25383 -0.279 -0.314 -0.006
H -3.83840 -2.20371 2.15135 0.020 0.236 0.065
C -4.04986 -1.20010 -0.85461 -0.430 -0.637 -0.361
H -4.85158 -0.43708 -0.83459 0.253 -0.224 0.078
H -4.44272 -2.12630 -0.39716 0.115 0.499 -0.188
H -3.83501 -1.40608 -1.91366 -0.231 -0.037 0.213
C -2.23921 0.88562 -2.16054 0.333 0.083 -0.667
H -3.21971 0.71712 -2.61189 -0.016 0.030 0.045
H -1.53678 0.24369 -2.69368 0.040 -0.088 -0.196
H -1.94264 1.91709 -2.35906 -0.066 -0.107 0.097
C 2.38100 2.90152 -0.45639 0.778 0.686 -1.119
C 2.99191 3.77270 -1.24290 -0.693 0.374 -0.080
C 2.98450 3.58725 -2.75297 0.198 -0.288 -0.538
C 3.43127 2.17998 -3.19817 0.248 -0.465 -0.631
C 2.29244 1.26259 -3.56298 -1.259 -1.150 0.608
C 1.63677 0.45544 -2.67881 1.467 0.815 -1.103
C 2.15296 0.35537 -1.27921 -0.158 0.347 0.653
C 1.71616 1.58955 -0.39867 0.058 -1.135 0.979
H 3.66829 4.31049 -3.21742 -0.295 -0.017 0.232
H 4.04948 1.72510 -2.41142 -0.029 0.191 -0.273
H 1.97145 3.76153 -3.15450 0.355 0.192 0.159
H 1.89784 1.27161 0.65659 -0.382 -0.022 -0.431
H 2.04986 3.38932 1.31184 -0.211 0.477 1.173
H 3.41706 4.77550 -0.97711 -0.483 -1.206 0.482
H 0.61569 1.66519 -0.51139 0.794 0.112 0.123
H 1.71989 -0.53878 -0.79225 0.092 0.456 -0.079
H 0.80870 -0.21505 -2.92340 0.227 0.383 -0.372
H 3.24533 0.20470 -1.27732 -0.327 0.222 0.126
H 4.04437 2.26963 -4.11618 -0.110 0.014 0.562
H 2.01702 1.26648 -4.62409 -0.202 0.044 0.426
P 0.54059 -3.26692 -0.16942 2.738 -2.251 -0.819
P -2.24270 -4.22600 0.13319 -0.385 -2.181 0.172
C 0.20439 -5.11854 -0.34212 0.504 1.170 -0.231
C -0.93402 -5.49533 0.56709 -0.464 -0.521 -0.466
H 1.17459 -5.58201 -0.12362 -0.477 -0.199 -0.016
H -0.01522 -5.25242 -1.40831 -0.059 -0.386 0.324
H -1.23252 -6.51989 0.30625 -0.307 0.179 0.351
H -0.62657 -5.46249 1.63045 -0.408 0.100 -0.486
C -3.84497 -4.81387 0.74316 -0.255 -0.384 -0.162
H -4.54581 -3.95907 0.73745 0.197 -0.585 0.075
H -3.72788 -5.20821 1.76742 -0.130 0.257 -0.396
H -4.21755 -5.62423 0.08380 0.043 0.414 0.439
C -2.36513 -4.30080 -1.70836 -0.129 -0.039 0.186
H -2.42417 -5.33013 -2.08398 -0.036 0.220 0.025
H -1.50051 -3.78764 -2.16646 -0.445 -0.228 0.095
H -3.27758 -3.74599 -1.96419 0.210 -0.239 -0.108
C 1.72856 -3.50536 1.21146 0.125 0.448 0.210
H 2.28364 -2.59552 1.44669 -0.146 0.022 0.073
H 2.45499 -4.26278 0.89228 -0.193 0.146 0.152
H 1.20408 -3.84900 2.10989 0.132 0.092 -0.119
C 1.76167 -3.34364 -1.58493 0.252 0.446 -0.135
H 1.26079 -3.41404 -2.55629 -0.078 0.123 0.181
H 2.37120 -4.25556 -1.47538 -0.348 0.229 0.136
H 2.47668 -2.51502 -1.63273 -0.339 0.037 0.084
C 3.86125 4.89330 1.99550 -0.073 0.196 -0.067
C 2.81789 4.31683 2.92508 -0.305 -0.292 0.657
C 2.16090 5.33251 3.85069 -0.019 0.249 -0.127
O 1.75492 3.63745 2.23842 0.379 -0.170 -0.931
H 3.43568 5.67981 1.36092 0.037 -0.090 0.076
H 4.26273 4.10282 1.35572 0.077 0.110 0.033
H 4.67968 5.32672 2.58170 -0.119 -0.087 -0.148
H 3.31800 3.58996 3.58562 -0.004 -0.047 -0.215
H 1.58022 6.06800 3.27505 0.133 -0.206 0.112
H 1.48657 4.81976 4.54740 0.119 0.137 -0.170
H 2.91554 5.87417 4.43350 -0.111 -0.133 -0.074
```
Positions in Å, forces in eV/Å.

Properties
- spin multiplicity = 5
- LUMO energy (alpha / beta) (Ha) = -0.095 / -0.167
- total charge = +1

C12H22FINO | the ωB97M-V functional and the def2-TZVPD basis

The geometry in XYZ format:
```
38
Properties=species:S:1:pos:R:3:forces:R:3
C 1.81173 -1.12990 1.75153 -0.094 -0.562 0.043
C 1.39699 -0.98098 0.25003 0.358 -2.872 -0.272
C 2.06204 -2.21162 -0.49540 -0.357 0.558 -0.338
C -0.15214 -1.17880 0.12642 0.012 0.367 -0.478
C -0.76496 -0.36520 -1.05970 -0.026 0.804 0.849
F -0.08744 -0.72268 -2.24451 -0.119 -0.214 0.244
C -2.26723 -0.65762 -1.32048 0.032 0.310 0.172
C -3.24945 -0.08768 -0.25114 -0.649 -0.873 -0.087
C -3.23794 -0.85873 1.12306 -0.338 0.600 -0.301
I -2.64103 0.58946 2.66968 -0.090 -0.779 -0.218
C -0.44044 1.14363 -0.82382 -0.208 -0.601 0.573
C 1.02512 1.39529 -0.32585 0.014 2.657 -1.041
C 1.04539 2.08322 1.09454 -0.876 0.021 -0.603
C 1.64342 2.48665 -1.30010 0.504 -1.191 0.190
N 1.91472 0.22328 -0.42460 -0.633 0.664 2.174
O 3.12328 0.50375 -0.09589 0.041 -0.291 -0.701
H 1.19490 -0.53514 2.45506 0.530 -0.070 -0.467
H 2.90084 -0.98981 1.91480 -0.759 0.255 -0.209
H 1.61931 -2.19798 2.01669 0.008 0.743 -0.162
H 1.65188 -2.30288 -1.52523 0.214 0.156 0.656
H 3.15273 -2.05077 -0.59292 -0.534 -0.283 0.330
H 1.79288 -3.13399 0.05521 0.454 0.434 -0.292
H -0.59953 -0.89801 1.10569 0.032 0.077 -0.847
H -0.38878 -2.25376 -0.04682 0.326 0.616 0.187
H -2.41577 -1.75770 -1.41508 0.168 0.615 0.155
H -2.54217 -0.23952 -2.31604 0.308 -0.115 0.652
H -4.27753 -0.21951 -0.66688 0.680 0.117 0.228
H -3.14381 0.99871 -0.07605 0.117 -0.647 -0.280
H -2.58290 -1.74763 1.13379 -0.170 0.694 0.150
H -4.25237 -1.17812 1.42644 0.619 0.287 -0.154
H -1.11842 1.54663 -0.03583 0.400 -0.401 -0.527
H -0.63572 1.73730 -1.73710 0.084 -0.535 0.312
H 0.59449 1.45479 1.88552 0.444 0.281 -0.314
H 2.04396 2.47690 1.35265 -0.410 -0.577 -0.043
H 0.37252 2.96888 0.98506 0.470 -0.561 0.147
H 0.90727 3.27294 -1.55046 0.500 -0.365 0.242
H 1.97807 1.93891 -2.21155 -0.431 0.576 0.376
H 2.56612 2.87770 -0.83073 -0.622 0.105 -0.346
```
Positions in Å, forces in eV/Å.

Properties
- spin multiplicity = 2
- LUMO energy (alpha / beta) (Ha) = 0.005 / 0.005

C28H19BrF2N4O10S2W | the ωB97M-V functional and the def2-TZVPD basis

The geometry in XYZ format:
```
67
Properties=species:S:1:pos:R:3:forces:R:3
W -0.14524 0.12509 -0.13779 -0.212 0.328 0.157
C 1.65420 -0.39467 3.36018 0.048 -0.035 -0.055
C 1.55534 -1.38951 2.25925 -0.011 0.017 -0.076
N 0.94850 -1.32697 1.05449 -0.041 -0.204 0.210
C 1.19540 -2.52898 0.42302 -0.080 0.158 -0.047
C 1.96453 -3.31247 1.20415 0.009 -0.134 0.097
N 2.15697 -2.58274 2.34811 0.039 0.028 -0.023
C 2.57762 -4.67375 1.08010 -0.093 0.005 0.089
O 2.38930 -5.31175 -0.05268 0.176 -0.137 0.063
O 3.18963 -5.09404 2.02041 0.032 0.006 -0.027
C 0.63203 -2.67615 -0.91267 0.353 0.182 -0.095
O 0.79785 -3.63145 -1.62715 -0.105 -0.059 0.003
O -0.02507 -1.58768 -1.27122 0.003 -0.124 -0.128
H 0.82265 0.29392 3.35373 -0.042 0.028 0.007
H 2.57796 0.17723 3.25876 0.002 0.005 -0.008
H 1.68434 -0.91948 4.31426 0.009 0.003 -0.001
H 2.69379 -2.93631 3.13404 0.011 -0.016 -0.010
H 1.87742 -4.80491 -0.71586 -0.158 0.054 -0.068
F -1.50101 2.08357 -5.07477 0.004 0.040 -0.059
C -1.82004 1.24110 -4.10154 -0.083 -0.079 -0.012
C -1.01106 1.21653 -2.97281 0.161 0.099 0.026
C -1.31151 0.33799 -1.95732 -0.074 -0.094 -0.173
C -2.43979 -0.49400 -2.03920 0.009 -0.124 0.259
C -3.21770 -0.41252 -3.18875 0.016 0.092 -0.139
F -4.30735 -1.16884 -3.31372 -0.055 -0.043 0.007
C -2.92692 0.43786 -4.24008 0.016 -0.011 0.063
C -2.74288 -1.33210 -0.87773 -0.031 0.075 -0.060
C -3.79926 -2.22993 -0.76720 -0.036 -0.030 -0.030
C -3.98604 -2.94558 0.39972 0.031 0.015 0.017
C -3.11686 -2.75645 1.46547 -0.059 -0.036 -0.048
C -2.09129 -1.85797 1.31318 0.054 0.007 0.061
N -1.90579 -1.16366 0.17672 0.128 -0.080 0.002
H -0.17830 1.90267 -2.93936 -0.006 -0.015 -0.026
H -3.55476 0.47498 -5.11893 -0.005 -0.013 0.007
H -4.47049 -2.36542 -1.59682 -0.003 -0.003 0.000
H -4.80790 -3.64450 0.47706 -0.001 0.001 -0.002
H -3.22939 -3.28728 2.39919 -0.002 -0.001 -0.001
H -1.40078 -1.66728 2.11941 -0.001 0.007 -0.007
O 2.13331 3.43332 -0.13775 0.036 -0.012 0.030
S 1.05381 2.65005 0.31840 -0.068 0.003 -0.111
O 1.38472 1.34434 0.97580 -0.222 -0.113 -0.008
O 0.14560 2.08571 -0.76661 0.159 0.158 -0.149
C 0.02761 3.59395 1.38949 0.067 0.006 -0.035
C 0.47611 4.86675 1.68641 0.034 -0.024 -0.032
C -0.27245 5.69040 2.52607 -0.050 0.003 0.029
C -1.45862 5.23631 3.06414 0.040 0.050 -0.004
C -1.91665 3.95200 2.77179 -0.007 -0.050 -0.001
C -1.18314 3.12955 1.93855 -0.079 -0.009 0.051
S -1.88796 1.54937 1.60780 0.067 0.017 0.106
O -3.00590 1.34072 2.44168 -0.048 -0.003 -0.068
O -2.04395 1.38214 0.13732 0.162 0.042 0.090
O -0.75783 0.53015 1.80143 -0.062 -0.034 0.107
H 1.40518 5.21801 1.25908 -0.006 -0.004 -0.004
H 0.08710 6.68602 2.74585 -0.013 0.003 0.012
H -2.04529 5.86937 3.71541 0.012 0.012 -0.002
H -2.84530 3.59260 3.19296 0.000 -0.003 -0.006
Br 5.78166 -0.47240 -3.73294 0.009 -0.004 -0.006
C 4.21097 -0.28266 -2.76053 -0.019 0.014 0.043
C 4.24533 -0.07076 -1.38698 0.013 -0.006 -0.042
C 3.06149 0.07619 -0.70353 0.055 0.015 -0.001
N 1.85398 0.01635 -1.30003 -0.059 0.060 0.119
C 1.83291 -0.22247 -2.62694 -0.030 -0.002 -0.034
C 2.97263 -0.36058 -3.38361 0.007 0.001 -0.025
H 5.18120 -0.01523 -0.85014 0.004 -0.004 -0.006
H 3.08215 0.25491 0.35781 0.008 -0.033 -0.019
H 0.86733 -0.32728 -3.09128 -0.017 0.001 -0.010
H 2.88585 -0.54139 -4.44526 0.006 0.005 0.000
```
Positions in Å, forces in eV/Å.

Properties
- LUMO energy (Ha) = -0.300
- total charge = +2

C2H6Cl3N2 | the ωB97M-V functional and the def2-TZVPD basis

The geometry in XYZ format:
```
13
Properties=species:S:1:pos:R:3:forces:R:3
C -0.99423 -0.63943 -0.20470 3.101 0.978 -2.013
C 2.10990 -0.18384 -0.10678 0.625 0.209 -0.350
N -0.25412 -1.60524 0.19351 1.341 0.530 0.398
N -2.27877 -0.60668 -0.29718 -1.922 0.860 0.889
Cl 0.31734 3.26132 0.21784 -1.219 -2.825 -1.088
Cl 3.16225 -1.01059 0.96817 -0.005 1.027 -0.899
Cl 2.73478 1.00074 -1.18574 0.077 -1.178 1.247
H -0.27843 0.09665 -0.67597 -1.591 0.164 0.587
H -0.56887 -2.50884 0.40477 -0.469 -1.310 0.667
H 0.76472 -1.29132 0.16852 -0.818 -0.616 -0.059
H -2.71741 0.27456 -0.56145 0.156 -0.391 -0.035
H -2.75344 -1.08961 0.45747 -0.452 -0.276 -0.453
H 0.75627 4.30231 0.62153 1.174 2.827 1.111
```
Positions in Å, forces in eV/Å.

Properties
- LUMO energy (Ha) = -0.190
- total charge = +1

What energy relative to the best compared isomer or geometry (same formula, charge and spin) values result from the calculations? In sequence: 0.000, 0.494, 0.000, 1.411 eV.
What energy values result from the calculations? In sequence: -1926.85003, -997.90926, -5686.62525, -1569.54756 Ha.